C25H24F3IrN5OS2 as an isolated structure at a distorted geometry. Source: the OMol25 dataset; level of theory: ωB97M-V/def2-TZVPD.

LUMO (eV): -2.67
Net charge: +1
ΔE to the lowest compared entry with this formula, charge and spin (kcal/mol): 30.2
2S+1: 1

```
61
C25H24F3IrN5OS2 | the OMol25 dataset | ωB97M-V/def2-TZVPD
Ir -0.051 0.222 0.024
O 1.977 -0.081 0.430
N 2.558 -1.108 -0.239
C 3.743 -1.561 0.231
C 4.417 -2.539 -0.435
C 3.853 -3.063 -1.609
C 2.650 -2.593 -2.060
C 1.971 -1.576 -1.361
S 0.458 -0.958 -1.869
H 4.080 -1.089 1.141
H 5.362 -2.892 -0.050
H 4.363 -3.845 -2.154
H 2.184 -2.987 -2.951
C -2.988 2.556 -1.977
C -4.173 2.047 -1.454
C -4.137 0.897 -0.696
C -2.914 0.287 -0.442
N -1.755 0.844 -0.874
C -1.804 1.933 -1.664
C -2.674 -0.980 0.249
C -3.674 -1.890 0.587
C -3.338 -3.069 1.222
C -2.002 -3.338 1.505
C -1.005 -2.443 1.152
C -1.315 -1.246 0.510
H -2.979 3.426 -2.617
H -5.116 2.536 -1.660
H -5.042 0.461 -0.297
H -0.860 2.283 -2.052
H -4.711 -1.681 0.349
H -4.109 -3.776 1.499
H -1.739 -4.262 2.005
H 0.029 -2.674 1.379
C 1.134 3.674 4.657
N 0.555 2.435 4.146
C 0.922 1.713 3.081
S -0.285 0.633 2.442
N 2.141 1.782 2.572
C 3.351 2.333 3.172
H 0.315 4.338 4.925
H 1.721 4.165 3.885
H 1.753 3.517 5.539
H -0.364 2.195 4.483
H 2.277 1.193 1.757
H 3.266 2.374 4.254
H 3.592 3.325 2.787
H 4.173 1.662 2.930
F 3.751 6.365 -0.967
C 2.884 6.171 0.028
F 2.034 7.203 0.052
F 3.574 6.189 1.183
C 2.147 4.862 -0.111
C 1.028 4.631 0.673
C 0.417 3.394 0.593
N 0.855 2.427 -0.214
C 1.912 2.671 -0.988
C 2.599 3.874 -0.967
H 0.633 5.396 1.328
H -0.451 3.152 1.195
H 2.220 1.861 -1.640
H 3.460 4.027 -1.602
```

Atomic partial charges in e from the natural (NBO) method, atoms 1 to 8:
1 Ir 0.740
2 O -0.627
3 N -0.008
4 C 0.042
5 C -0.258
6 C -0.141
7 C -0.223
8 C 0.031